Record 1
Computed, not measured: a 4-piece molecular cluster, C49H42BN4O13S overall at a distorted geometry, with ωB97M-V/def2-TZVPD.

Last column: Mulliken charge in e.
Element x y z (Å)
C  3.21  1.80  -0.24  -0.593
O  -5.57  1.80  0.35  -0.465
C  4.90  2.08  -4.91  -0.502
O  -1.19  4.82  -0.71  -0.736
C  5.83  1.59  0.69  -0.632
N  -3.99  -1.81  -0.44  -0.227
C  2.88  -7.52  -0.04  -0.490
C  7.52  2.02  -3.96  -0.595
H  -3.40  3.00  0.72  0.244
H  5.78  2.27  -6.86  0.409
C  0.43  8.53  -1.47  0.501
S  -7.28  -2.73  1.44  0.898
H  -5.57  0.61  -1.30  0.305
O  -7.80  -3.97  2.11  -0.626
C  5.97  2.17  -5.79  -0.519
H  -2.43  -6.70  4.35  0.458
H  -0.35  -11.19  4.12  0.478
C  -0.86  0.29  -0.88  -0.557
C  -0.93  -7.92  3.40  0.133
C  -1.84  -9.96  5.06  -0.466
H  -0.87  9.75  2.80  0.398
H  -1.56  1.51  1.18  0.178
H  1.74  6.86  -5.59  0.409
C  -3.09  -0.68  -0.54  0.054
H  8.10  2.24  -6.01  0.408
H  0.10  -2.49  0.43  0.329
H  0.86  4.60  -5.07  0.434
C  -0.80  -10.21  4.17  -0.566
H  0.20  10.20  0.62  0.485
H  -7.76  -2.67  0.14  0.173
C  1.13  7.69  -3.71  -0.644
C  6.73  1.75  -1.62  0.551
H  1.53  8.67  -3.93  0.491
H  2.61  -5.48  -0.67  0.410
C  5.58  1.71  -0.68  0.354
C  4.27  1.80  -1.15  0.162
H  -2.20  -10.76  5.70  0.404
C  -0.20  8.24  -0.16  0.410
H  -4.05  -1.11  1.54  0.079
C  -5.15  0.59  -0.27  -0.484
H  8.54  2.00  -3.59  0.480
C  0.68  -7.09  1.61  -0.044
C  1.25  6.67  -4.64  -0.492
H  -1.40  -2.42  1.00  0.165
H  3.75  -7.68  -0.67  0.392
O  -4.96  1.22  2.70  -0.520
O  2.85  1.93  -3.02  -0.705
H  -1.49  -0.19  1.71  0.057
H  -4.37  1.51  3.39  0.292
N  -0.85  -2.79  0.23  -0.344
C  -0.76  6.99  0.09  0.129
H  6.84  1.51  1.06  0.494
C  1.30  -8.33  1.59  0.581
C  -4.79  -1.48  0.78  0.728
O  -1.02  -5.74  2.52  -0.727
C  0.52  7.44  -2.48  0.369
B  -4.77  1.98  1.54  0.855
O  -0.07  0.29  0.29  -0.313
H  3.89  2.10  -5.28  0.456
C  4.00  1.90  -2.60  0.558
C  3.46  1.70  1.12  -0.502
O  0.88  9.63  -1.72  -0.660
C  -1.42  7.73  2.29  -0.652
C  -0.24  9.23  0.81  -0.657
O  1.31  -10.55  2.37  -0.653
H  -0.22  0.91  2.32  0.439
C  -1.97  -7.68  4.30  -0.529
C  7.28  2.15  -5.32  -0.475
H  -3.40  1.20  -1.05  0.278
O  -7.72  -1.56  2.26  -0.532
C  5.14  1.96  -3.54  0.230
H  2.19  1.89  -0.60  0.599
C  2.24  -6.28  -0.03  -0.433
C  -0.34  -9.18  3.35  0.187
C  -2.42  -8.70  5.12  -0.503
C  -1.29  -2.21  -1.06  -0.752
C  1.14  -6.06  0.79  -0.641
C  2.41  -8.54  0.77  -0.674
H  -1.82  5.77  1.52  0.621
C  -1.37  6.74  1.32  -0.461
H  -5.03  -3.67  0.93  0.479
H  2.63  1.71  1.82  0.415
C  0.75  5.40  -4.35  -0.618
C  0.12  5.16  -3.14  -0.477
C  -0.69  5.91  -0.92  0.468
H  0.65  -5.10  0.79  0.721
C  -0.84  8.98  2.04  -0.438
C  -0.84  0.69  1.44  -0.433
C  -0.47  -6.83  2.51  0.519
O  7.87  1.66  -1.21  -0.651
H  -4.60  -1.85  -1.26  0.314
H  -1.33  1.29  -0.97  0.095
H  4.96  1.50  2.65  0.404
H  2.90  -9.51  0.76  0.490
O  -3.76  2.99  1.61  -0.457
H  -1.89  7.54  3.24  0.420
H  -2.01  -2.89  -1.54  0.340
O  -5.73  -0.47  0.47  -0.271
C  0.00  6.18  -2.20  0.245
H  -0.35  -2.06  -1.64  0.353
N  -1.84  -0.83  -0.82  0.335
H  -3.23  -8.51  5.82  0.403
C  4.77  1.59  1.58  -0.579
C  0.80  -9.44  2.43  0.543
N  -3.66  0.60  -0.26  0.110
C  6.45  1.91  -3.07  0.222
H  -0.19  0.16  -1.76  0.514
C  -5.45  -2.77  1.42  -0.947
H  -5.14  -2.82  2.49  0.347
H  -0.27  4.17  -2.92  0.437

Output
Highest occupied orbital energy (eV): -11.4
Total charge: +1
Frontier orbital gap (eV): 7.3
Strongest force on any atom (eV/A): 6.5

=====

Record 2
Computed, not measured: C49H42N12O6S2Ti as an isolated structure, with ωB97M-V/def2-TZVPD.

Last column: Mulliken spin population.
Element x y z (Å)
H  -0.17  3.97  -4.61  0.000
H  -5.52  -0.78  2.21  0.000
H  5.55  -1.75  -1.06  0.000
H  -2.01  0.11  3.59  0.000
H  3.35  -3.24  -1.73  0.000
C  -1.79  2.82  0.74  0.001
C  -0.80  3.23  -4.14  0.001
H  2.44  -1.54  2.71  0.000
H  0.15  -3.78  1.05  0.000
C  -2.95  2.56  -3.23  0.000
S  3.82  -2.34  -3.96  0.000
C  3.00  -4.77  1.35  0.000
H  3.69  -6.62  2.17  0.000
H  0.62  -4.31  2.67  0.000
H  -3.41  9.00  1.79  0.000
C  2.77  -1.06  -4.36  -0.001
C  -1.26  6.40  1.79  -0.003
C  -7.15  0.63  -0.91  0.000
S  1.20  9.27  2.70  -0.127
N  -0.77  2.18  1.32  0.000
C  -2.91  -0.45  1.09  0.000
N  0.58  -1.15  1.90  0.000
H  1.77  -0.72  4.99  0.000
Ti  1.26  -1.38  -0.18  0.000
H  2.82  -0.57  -5.32  0.000
C  -3.32  -1.50  -0.99  0.000
H  2.27  -6.26  -0.82  0.000
C  -0.03  4.28  2.20  0.001
C  0.76  0.10  -3.41  0.000
H  4.58  -0.94  3.07  0.000
N  -0.44  -0.15  -2.97  0.001
C  -2.48  7.06  1.67  -0.002
H  -3.24  0.12  1.95  0.000
C  -1.98  -1.84  -1.06  0.000
C  -3.80  -0.75  0.07  0.000
C  -5.21  -0.30  0.13  0.000
O  2.32  8.56  2.11  0.371
H  0.69  4.84  2.78  0.000
H  1.67  -6.36  1.54  0.000
C  -0.66  -0.72  2.12  0.000
C  -2.00  4.19  0.86  -0.001
H  1.74  1.78  -4.24  0.000
N  -1.80  -3.33  -4.47  0.000
C  1.64  -5.38  1.06  0.000
C  0.08  2.91  2.03  0.001
C  3.37  -3.45  1.02  0.000
C  5.17  -1.55  1.06  0.000
H  -0.43  -5.32  1.67  0.000
C  -0.34  1.96  -3.81  -0.001
H  -4.00  -1.84  -1.76  0.000
H  -3.01  -1.93  -3.59  0.000
H  -2.52  4.49  -4.08  0.000
C  0.43  -4.65  1.65  0.000
C  -1.16  1.01  -3.20  0.002
C  5.58  -3.86  1.83  0.000
H  -2.83  4.65  0.34  0.000
H  0.52  -6.06  -0.67  0.000
C  4.59  -0.53  2.06  0.000
C  -1.11  4.94  1.61  0.001
O  1.01  0.38  -0.52  0.000
O  2.39  -2.67  0.47  0.000
H  6.23  -1.62  1.31  0.000
C  -0.29  8.38  2.25  0.000
H  -5.30  0.28  -1.95  0.000
H  -3.40  6.52  1.46  0.000
H  5.99  -5.82  2.58  0.000
H  -3.98  2.83  -3.01  0.000
C  -5.95  -0.37  1.30  0.000
H  5.66  -0.10  -0.45  0.000
C  -2.17  -2.60  -3.44  0.000
C  -0.07  -4.15  -3.08  0.000
H  5.22  0.36  2.08  0.000
C  5.25  -5.17  2.15  0.000
C  3.03  -2.52  -2.47  0.000
N  2.04  -1.69  -2.28  -0.001
C  1.48  -5.61  -0.44  0.000
N  -1.11  -1.50  -0.09  0.000
H  1.53  -4.65  -0.96  0.000
N  0.88  1.34  -3.96  0.000
N  -0.43  -3.39  -2.04  0.000
C  -2.12  3.51  -3.84  0.000
C  -2.49  1.31  -2.90  -0.001
C  -7.26  0.08  1.29  0.000
C  -0.75  -4.12  -4.28  0.000
C  5.10  -1.04  -0.37  0.000
N  -7.86  0.57  0.21  0.000
H  6.58  -3.51  2.02  0.000
C  -2.49  8.43  1.87  -0.001
C  4.66  -2.97  1.27  0.000
C  3.96  -5.61  1.92  0.000
H  -7.86  0.03  2.19  0.000
H  -2.46  2.22  0.14  0.000
O  1.08  10.62  2.22  0.361
C  -1.01  -0.26  3.39  0.000
N  -0.15  7.08  2.10  -0.001
H  -7.65  1.04  -1.78  0.000
O  1.29  9.23  4.16  0.402
H  -0.44  -4.75  -5.11  0.000
N  -0.16  -0.25  4.40  0.000
O  2.31  0.05  0.01  0.000
C  1.44  -1.16  2.92  0.000
N  -1.39  9.11  2.16  -0.003
H  3.59  -0.21  1.79  0.000
H  0.92  2.38  2.48  0.000
C  -5.83  0.20  -1.01  0.000
H  0.79  -4.79  -2.95  0.000
C  1.06  -0.71  4.17  0.000
C  -1.60  -0.86  0.99  0.000
H  4.08  -0.82  -0.69  0.000
H  -3.12  0.57  -2.42  0.000
C  1.87  -0.85  -3.36  0.001
C  -1.50  -2.63  -2.21  0.000

Output
Highest occupied orbital energy (alpha / beta) (eV): -10.7 / -10.7
Total charge: +1
Frontier orbital gap (alpha / beta) (eV): 7.1 / 5.1
Strongest force on any atom (eV/A): 0.6
2S+1: 2

=====

Record 3
Computed, not measured: C49H44AsCl2FeIN6O3S2 as an isolated structure at a distorted geometry, with ωB97M-V/def2-TZVPD.

Last column: Mulliken spin population.
Element x y z (Å)
C  -14.40  0.40  11.45  0.024
C  -13.99  -0.58  5.54  0.016
H  -17.33  -5.73  11.47  0.000
C  -16.80  -2.37  11.54  -0.007
C  -21.10  -5.28  21.31  0.000
C  -19.89  -1.23  16.87  0.000
C  -14.00  -0.77  18.89  0.001
H  -20.74  0.61  20.15  0.000
C  -13.41  0.64  14.93  -0.014
C  -19.57  0.10  17.00  0.003
C  -12.86  -1.87  7.13  -0.085
C  -15.60  -1.61  16.74  0.013
C  -20.51  0.02  19.28  0.001
C  -20.88  -1.32  19.17  0.001
H  -17.16  2.10  12.42  -0.003
N  -14.53  -0.10  15.33  0.025
Cl  -12.87  -0.10  20.07  0.000
C  -19.79  0.62  18.26  0.005
O  -16.78  -4.14  15.82  0.009
C  -18.10  1.63  12.11  -0.009
H  -21.42  0.87  14.24  -0.001
H  -21.21  -1.99  21.10  0.000
C  -13.95  -0.12  17.68  0.000
H  -21.64  1.08  15.97  0.000
H  -22.46  4.02  14.23  0.000
C  -21.71  1.59  15.00  0.001
C  -19.93  1.31  10.54  0.013
H  -17.18  -3.64  9.93  0.000
S  -11.59  -2.83  7.64  0.541
C  -19.37  2.05  18.59  0.001
H  -13.30  0.79  17.58  0.000
C  -21.31  6.46  13.65  0.000
S  -14.24  -1.62  8.11  0.550
H  -16.17  -3.31  17.93  -0.001
H  -22.59  -1.46  20.25  0.000
O  -12.81  -1.32  5.91  -0.018
H  -22.00  -3.09  19.79  0.000
H  -22.75  1.98  14.96  0.000
H  -16.56  3.13  14.20  0.003
H  -20.59  -5.35  23.55  0.000
C  -17.09  3.99  14.80  -0.002
H  -11.12  1.38  11.05  0.001
N  -16.48  -2.20  12.84  0.010
C  -21.22  -5.67  22.73  0.000
C  -20.62  5.18  14.06  0.001
O  -12.41  0.98  15.60  0.024
As  -18.33  1.14  15.67  0.044
C  -15.63  -2.38  17.97  0.001
C  -18.73  1.96  10.90  -0.001
H  -22.01  -7.15  23.93  0.000
C  -13.46  0.82  13.46  0.042
H  -21.37  -0.33  11.05  0.000
C  -21.37  4.04  14.43  0.000
C  -14.96  -1.89  19.07  -0.002
H  -19.89  -1.41  14.75  -0.001
C  -16.97  -3.61  11.00  -0.001
C  -16.65  -3.27  13.68  0.025
H  -19.60  2.25  19.65  0.000
I  -19.30  -4.76  20.32  0.000
C  -19.94  -2.05  15.58  0.008
C  -21.94  -6.82  22.91  0.000
C  -12.25  1.26  12.87  -0.002
H  -13.24  0.54  9.73  -0.005
H  -11.50  1.80  13.45  0.001
C  -19.77  -0.09  12.42  -0.015
N  -14.48  0.31  12.78  -0.017
N  -16.22  -1.90  15.57  0.014
C  -21.69  -2.10  20.14  0.000
H  -19.10  -2.75  15.56  -0.002
H  -17.17  -5.41  13.88  0.001
C  -13.24  0.62  10.80  -0.003
C  -20.52  -1.91  17.95  -0.002
H  -21.02  -2.53  15.60  0.000
H  -19.94  2.76  18.02  0.000
C  -20.47  0.26  11.32  -0.001
H  -14.76  -1.39  5.37  -0.005
C  -16.62  -3.11  15.12  -0.008
H  -23.17  -7.19  19.83  0.000
H  -18.28  2.65  10.20  -0.001
C  -19.34  2.79  15.06  0.011
C  -19.22  5.02  14.07  0.001
H  -15.31  0.20  10.91  0.005
H  -16.68  4.93  14.41  0.000
C  -17.13  -4.72  11.86  0.002
H  -20.80  -2.95  17.79  0.000
H  -13.69  -0.03  4.66  0.007
H  -20.13  -0.95  13.08  0.001
H  -16.57  -1.44  11.02  0.015
C  -17.00  -4.54  13.17  -0.002
C  -18.62  3.94  14.68  0.001
Cl  -15.12  -2.77  20.59  0.000
C  -14.69  -0.58  16.54  0.014
Fe  -15.99  -0.38  13.78  3.714
H  -14.28  0.17  6.32  -0.007
H  -16.80  3.91  15.85  0.000
C  -18.54  0.57  12.86  -0.024
C  -12.09  1.10  11.52  0.013
H  -20.58  7.31  13.64  0.000
H  -22.13  6.76  14.36  0.000
H  -21.74  6.46  12.68  0.000
N  -17.86  0.18  14.07  0.083
N  -21.96  -5.68  20.38  0.000
H  -20.41  1.75  9.67  0.001
C  -20.76  2.83  14.90  -0.009
H  -23.35  -8.32  22.13  0.000
H  -18.66  5.85  13.61  0.000
C  -22.66  -7.47  21.89  0.000
C  -22.57  -6.86  20.67  0.000
H  -18.29  2.21  18.40  -0.001

Output
Highest occupied orbital energy (alpha / beta) (eV): -3.8 / -3.8
Total charge: -1
Frontier orbital gap (alpha / beta) (eV): 5.1 / 2.0
Strongest force on any atom (eV/A): 5.6
2S+1: 6

=====

Record 4
Computed, not measured: a 3-piece molecular cluster, C49H44N3O8PS2 overall at a distorted geometry, with ωB97M-V/def2-TZVPD.

Last column: Mulliken charge in e.
Element x y z (Å)
C  1.23  -1.96  2.77  -0.628
H  -0.84  7.05  8.48  0.456
H  -3.13  0.69  4.49  0.475
O  2.19  -2.27  -9.56  -0.672
H  0.99  2.57  7.27  0.459
H  0.81  -6.06  0.98  0.118
C  0.33  0.61  -6.25  -0.749
H  3.06  -4.76  2.76  0.410
C  0.36  3.34  3.52  -0.621
C  -1.11  -0.31  -8.06  0.579
C  -1.52  -1.04  -0.92  -0.303
C  -0.11  5.00  6.88  0.694
C  -3.63  -0.35  2.57  0.791
H  3.40  -1.35  -7.57  0.462
H  0.64  -3.14  -11.31  0.458
H  -0.52  1.16  -5.87  0.493
C  -0.88  -2.27  1.39  0.674
C  -4.75  0.68  2.30  -0.731
H  -0.70  -2.09  3.55  0.466
C  -1.47  -2.80  -11.51  -0.453
H  2.67  -4.79  0.97  0.295
C  -2.36  -2.74  1.83  -0.563
O  2.77  0.65  -0.61  -0.253
C  -1.42  8.53  7.04  -0.448
H  7.03  -2.23  1.87  0.276
H  2.05  -1.71  0.13  -0.051
C  0.25  4.01  5.84  0.157
H  3.21  2.54  0.59  0.363
H  -6.61  1.28  0.96  0.331
C  -5.72  -0.78  0.32  -0.540
N  0.86  1.61  -1.74  -0.165
C  -1.57  8.83  5.69  -0.468
C  1.69  0.47  -1.55  0.561
O  -0.71  5.84  2.90  -0.671
C  1.14  1.85  5.25  -0.579
C  1.21  -1.71  -9.10  0.599
C  -2.62  -0.05  3.77  -0.646
H  -4.52  -2.76  -0.05  0.219
H  1.64  1.31  -4.70  0.580
H  -1.92  9.82  5.39  0.395
O  2.04  -1.15  3.26  -0.524
C  -0.85  -0.91  0.51  -0.101
H  -3.35  -0.85  -9.46  0.459
H  -2.66  -3.59  1.11  0.325
O  -2.07  0.30  -7.64  -0.666
C  -0.96  7.28  7.43  -0.604
C  -3.49  -1.63  1.69  0.207
H  -2.41  -1.03  4.32  0.144
C  1.55  0.69  -5.59  -0.441
C  -0.64  6.32  6.46  0.161
C  2.54  -0.81  -7.20  -0.612
C  -0.23  -2.64  -10.90  -0.554
H  2.89  -2.88  -0.99  0.516
S  1.58  -1.25  -2.28  -0.017
C  0.22  -3.43  1.01  0.707
H  -3.56  -2.29  -11.46  0.394
C  0.04  4.29  4.49  0.078
H  5.73  -3.76  3.41  0.319
S  4.20  -2.92  1.61  -0.060
C  0.21  -0.19  -7.39  0.283
C  -1.27  7.88  4.72  -0.493
H  -1.38  -0.15  -1.65  0.362
C  -2.47  -1.35  -9.86  -0.546
H  -0.09  -3.46  -1.29  0.569
C  5.24  -2.77  3.14  -0.258
H  5.98  -0.79  2.29  0.240
H  4.67  -2.27  3.99  0.235
H  -4.80  1.60  2.96  0.282
H  1.57  0.90  5.55  0.517
C  -2.59  -2.16  -10.99  -0.461
H  -1.21  -5.52  0.01  0.132
H  7.11  -1.49  3.64  0.334
H  3.60  0.03  -5.54  0.430
H  -1.38  -0.04  1.05  0.504
C  2.79  -4.09  1.86  -0.976
C  -0.11  -1.84  -9.76  0.167
C  1.32  -0.89  -7.87  0.232
H  0.26  -0.60  0.49  -0.545
C  -0.81  6.62  5.11  0.251
H  -1.61  0.36  3.40  0.028
H  -6.45  -1.01  -0.54  0.302
C  0.76  -3.44  -0.53  -1.398
O  0.03  4.74  8.06  -0.677
H  1.29  -4.47  -0.63  0.609
N  1.44  2.52  -0.89  -0.446
O  -2.16  -2.03  -1.37  -0.505
N  -0.26  -1.76  2.68  -0.223
C  -5.80  0.51  1.18  -0.502
C  2.65  -0.02  -6.06  -0.580
H  -1.39  8.12  3.67  0.461
P  -0.38  -5.25  1.15  0.386
C  0.91  2.12  3.91  -0.283
C  6.45  -1.75  2.75  -0.963
C  2.58  1.99  -0.19  -0.028
C  1.89  -2.33  -0.81  -0.724
H  0.18  3.54  2.47  0.593
C  -0.51  5.60  4.07  0.428
H  -1.67  9.27  7.79  0.390
H  -2.39  -3.23  2.88  0.454
H  0.98  -4.08  3.04  0.872
O  -1.05  -5.57  2.50  -0.694
C  1.37  -3.43  2.16  -0.042
C  -4.59  -1.80  0.59  -0.559
H  1.16  1.38  3.15  0.573
C  -1.23  -1.18  -9.25  0.186
C  0.81  2.79  6.22  -0.814
H  -1.57  -3.42  -12.39  0.394

Output
Highest occupied orbital energy (eV): -8.6
Structure (SMILES): CCSC[C@H]1C(=O)N[C@](CC=O)(Cc2ccccc2C)[C@]1(CCSc1nnco1)[PH2]=O.O=C1c2ccccc2C(=O)c2ccccc21.O=C1c2ccccc2C(=O)c2ccccc21
Total charge: 0
Frontier orbital gap (eV): 7.7
Strongest force on any atom (eV/A): 6.7